ORCA calculation (ωB97M-V/def2-TZVPD) on a 15-piece molecular cluster, C21H74N20O15 overall in a non-equilibrium geometry.

Structure (XYZ):
```
130
Properties=species:S:1:pos:R:3:forces:R:3:mulliken_charge:R:1
C -2.3205 2.1531 -6.6805 -0.2438 -1.6100 0.1524 -0.93
C -0.8049 2.0311 -6.6708 0.0753 -0.7876 0.7383 0.32
C -0.1890 3.1072 -5.7645 0.2918 0.0794 0.0692 -0.51
O 1.2338 3.0707 -5.8969 0.1190 0.8636 -0.7026 -0.22
C 1.6917 4.0024 -6.8768 0.8399 -0.6303 -0.8923 -0.83
N -0.3038 0.7221 -6.1916 -0.4554 0.9807 1.1551 -0.42
H -2.8578 1.3779 -7.3155 0.9173 0.7174 0.8325 0.31
H -2.5636 3.1053 -7.1149 -0.4972 0.6628 0.3182 0.47
H -2.6149 1.9799 -5.6183 -0.4284 0.4799 -0.8250 -0.16
H -0.4434 2.2115 -7.6668 0.4188 -0.0173 -0.5492 0.33
H -0.3890 2.9615 -4.6964 -0.1497 -0.4851 -0.1779 -0.03
H -0.5629 4.1233 -5.9649 0.0533 -0.1807 -0.3260 0.45
H 1.4613 5.0257 -6.5827 -0.4774 0.0827 -0.2208 0.38
H 1.3994 3.7636 -7.9634 -0.1314 0.3448 1.6034 0.24
H 2.7940 3.9783 -6.9029 -0.3084 -0.2912 0.2176 0.26
H -0.9587 0.2783 -5.5452 -0.0025 0.1379 -0.2726 0.14
H -0.0222 0.0656 -6.8728 0.0823 -0.4415 -0.9478 0.21
C 0.3642 -2.4884 1.0170 -0.2513 -0.4165 0.1750 -1.29
C 0.5761 -1.9388 -0.3684 0.0485 0.9151 -0.5700 0.32
C -0.0927 -0.5855 -0.4670 -1.4504 -0.1540 -0.8003 1.47
O -0.1188 -0.2275 -1.8772 0.1042 0.1310 0.1609 -0.59
C -0.8511 0.9624 -2.1321 -0.7969 0.2666 0.4612 0.45
N 1.9540 -1.8723 -0.8263 0.4961 -0.0039 0.1282 -0.67
H 0.8053 -1.8371 1.7551 0.5654 0.3767 0.2494 -0.09
H 0.8427 -3.4642 1.1066 -0.2303 -0.0678 0.1856 0.45
H -0.7047 -2.5114 1.3208 0.4999 -0.3372 -0.5252 0.16
H 0.2090 -2.5618 -1.1608 -1.3788 -0.6025 -0.0121 0.48
H 0.3839 0.2137 0.1158 0.1763 -0.2688 -0.0729 -0.22
H -1.1479 -0.6813 -0.1327 0.4476 0.1667 -0.1021 -0.38
H -0.2435 1.6479 -2.6751 0.6609 0.7455 0.0091 -0.11
H -1.1959 1.3868 -1.1935 0.0997 0.3177 0.1324 0.08
H -1.7372 0.8833 -2.7676 -0.0270 -0.9187 0.0970 -0.45
H 2.4543 -1.3138 -0.1717 0.8598 0.4785 0.7317 0.15
H 1.9548 -1.2956 -1.6672 0.0735 -0.3337 -0.0150 0.34
C 0.5056 -5.7830 4.3974 0.0508 0.3178 -0.5360 -0.60
O 1.5244 -5.0040 3.8631 -1.6598 2.0850 -1.1491 -0.34
H 0.7411 -6.1220 5.3604 0.3819 -0.5307 1.6750 0.35
H -0.3842 -5.1526 4.4955 -0.0567 -0.3801 -0.3998 0.02
H 0.4127 -6.6491 3.7712 -0.8931 -0.5467 -0.3543 0.31
H 2.4047 -5.2413 4.0421 2.0367 -0.7174 0.7259 0.28
C 4.2189 2.4090 4.3421 -0.8779 -0.6884 0.5555 -0.77
O 3.6506 1.3348 3.5774 1.1956 0.7186 -0.6155 -0.41
H 5.2210 2.1930 4.7227 -0.0442 -0.1415 -0.1637 0.21
H 4.2349 3.3507 3.8049 -0.0455 0.0064 -0.3493 0.30
H 3.5334 2.5058 5.1892 0.3929 0.5179 0.2826 0.33
H 3.0039 0.8770 4.1538 -0.3390 -0.2421 -0.0880 0.31
C -2.8179 -3.3474 4.9496 0.8225 0.0517 -0.2754 -0.81
O -2.6779 -2.7518 3.6836 0.6934 1.3007 -0.3670 -0.37
H -3.6215 -2.9686 5.5392 -1.5106 -0.0729 -0.0869 0.29
H -2.8391 -4.4019 4.7047 -0.2380 -0.3047 0.8023 0.27
H -2.0106 -3.0689 5.6143 0.9637 -0.4393 -0.0352 0.27
H -2.4527 -1.7907 3.8263 -0.7516 -0.8261 -0.1303 0.22
C -3.7719 4.5451 1.8450 -0.0117 2.2614 -0.1992 -0.54
O -2.6941 4.7335 0.9002 0.3532 -1.0581 1.1135 -0.70
H -3.4288 4.3663 2.9033 -0.2395 0.2423 -1.1093 0.26
H -4.2840 5.5657 1.7376 0.0780 -1.6598 0.8031 0.23
H -4.4472 3.7444 1.5345 0.0078 0.0428 0.0246 0.21
H -1.8839 4.3507 1.3162 -0.3356 0.2675 -0.6199 0.69
C -4.1502 -2.4454 -0.1096 1.1708 -2.9498 1.2150 0.31
O -4.3535 -2.9759 -1.2222 -0.3802 0.9741 0.8628 -0.83
N -3.8389 -1.1408 0.1013 0.0072 -1.9020 -0.9855 0.01
N -4.0478 -3.3176 0.9997 -1.3042 -0.5307 -1.7545 -0.28
H -4.0030 -0.7528 0.9866 -0.2919 0.4953 1.0605 0.21
H -4.0971 -0.6005 -0.6818 -0.1953 1.2015 -0.6309 0.08
H -3.4885 -3.1190 1.8261 -0.3657 -0.0854 0.0224 0.24
H -4.4308 -4.2918 0.7816 1.2351 2.1957 0.6577 0.23
C 2.8775 1.8762 -2.7378 -1.1201 0.4298 -1.0761 0.38
O 2.9421 1.8337 -1.5186 0.9756 0.0406 0.9566 -0.51
N 3.6595 2.5885 -3.5842 0.3563 -0.2057 -0.6139 -0.41
N 1.8766 1.3037 -3.4122 -1.0703 -1.6838 -0.7686 -0.02
H 3.5753 2.3891 -4.5846 0.2905 0.4776 0.8557 0.14
H 4.4177 3.0935 -3.2071 0.7532 0.4899 0.0817 0.24
H 1.8011 1.3446 -4.4361 -0.0926 -0.0110 0.7702 0.11
H 1.3622 0.5658 -2.9232 0.1923 0.3933 -0.2868 0.23
C -3.2116 -1.1340 -3.5482 -0.5368 1.8212 -0.9924 0.05
O -2.9217 -0.2923 -4.4312 1.1544 -0.9866 0.7453 -0.61
N -4.5821 -1.2546 -3.3695 -0.8916 -0.0303 -1.2943 -0.38
N -2.3394 -1.7138 -2.6692 -1.9709 0.7616 -1.8397 -0.09
H -4.9465 -2.0457 -2.9177 -0.1181 -1.1589 1.3034 0.26
H -5.1627 -1.0870 -4.2182 1.3083 0.1946 0.7838 0.24
H -2.6905 -2.4976 -2.1604 0.1131 -0.4329 0.4982 0.32
H -1.3906 -1.4693 -2.8279 0.8525 -0.1541 0.2648 0.21
C -2.9677 0.4386 2.9880 -0.0341 -0.0824 1.8952 0.12
O -3.0382 -0.1811 4.1002 0.6115 1.1977 -2.6908 -0.87
N -4.0709 1.0707 2.5154 -0.1577 -0.5527 0.0016 -0.17
N -1.7736 0.6122 2.2834 -1.3948 0.4885 0.7645 0.46
H -4.2603 1.4241 1.5858 0.6092 -0.0222 -0.4587 0.19
H -4.8789 0.6969 2.9533 -0.8096 0.0024 0.4914 0.25
H -1.0935 0.6266 3.0330 0.7840 0.1351 -0.4399 0.04
H -1.8274 1.4941 1.7440 0.5684 -0.7027 0.3465 -0.01
C 5.1590 -0.7447 0.0268 -0.7396 0.0650 -2.0185 0.32
O 5.4969 -1.8323 0.5239 -0.0463 1.8152 -0.5200 -0.66
N 4.4993 0.2633 0.7240 0.7744 -0.2969 -2.7270 -0.06
N 5.2435 -0.4747 -1.4133 -2.9559 -0.4243 5.4546 -0.28
H 4.5687 0.1495 1.6842 -0.2256 0.1829 2.1272 0.10
H 4.3670 1.2124 0.3207 0.1712 -1.3053 0.3908 0.15
H 5.9990 -0.8062 -1.8481 3.3320 -1.6375 -2.0165 0.21
H 4.8698 0.3837 -1.6872 -0.4602 1.4690 -0.5224 0.10
C 0.5260 2.9131 2.1354 1.4482 -1.0093 -0.4480 0.24
O -0.4311 3.5168 1.7058 -1.4221 0.6381 -1.7963 -0.81
N 1.4744 2.2632 1.3898 -1.7870 0.9094 -0.7450 0.13
N 0.6784 2.8390 3.4336 1.0579 -0.7840 4.4036 -0.13
H 1.3325 2.2793 0.3991 0.2568 0.0751 -0.3565 -0.01
H 2.3063 1.8719 1.7409 0.8270 -0.4293 0.8120 0.09
H -0.0083 3.1688 4.0931 -0.3520 0.4212 -0.7678 0.22
H 1.3273 2.2474 3.9505 0.0669 -0.0440 -1.0198 0.03
C 4.8571 -4.1608 3.1276 -1.5074 0.2359 3.4728 0.62
O 4.1197 -4.5136 4.1191 1.8040 0.2432 -1.9044 -0.86
N 5.7988 -3.1918 3.3178 -0.6579 -0.3598 -2.0669 -0.29
N 4.6721 -4.6619 1.9105 1.1495 0.5209 -0.3572 -0.42
H 6.1252 -2.7320 2.4749 0.3478 0.0555 0.3289 0.20
H 6.2534 -3.1070 4.1855 0.2613 0.1679 0.8754 0.22
H 4.9846 -4.1689 1.0999 0.3654 0.3552 -0.3369 0.26
H 3.8406 -5.1488 1.8045 -1.6973 -0.9873 -0.2321 0.25
C -4.3125 2.1206 -1.4302 -1.8419 -1.8611 -1.4113 0.62
O -4.7506 1.4642 -0.4694 0.5700 0.2326 -0.3328 -0.73
N -4.6365 1.7810 -2.7699 0.4099 -0.1697 0.9867 -0.54
N -3.5851 3.1977 -1.3144 1.1964 1.9478 -0.2934 -0.10
H -4.7847 0.7772 -2.9002 -0.1543 0.3764 0.1697 0.28
H -3.9954 2.1301 -3.4785 -0.1561 -0.1065 0.3245 0.18
H -3.3153 3.5953 -0.4391 0.1518 0.1910 0.9058 0.09
H -3.4654 3.8496 -2.0711 -0.0182 -0.3196 -0.2445 0.22
C 1.8578 -1.1809 4.5469 0.3268 2.1290 -2.1121 0.49
O 1.7259 0.0834 4.6646 -0.2631 -2.5534 0.4198 -0.76
N 3.0325 -1.7047 4.0465 -0.0735 2.1276 0.8491 -0.11
N 0.8412 -2.0806 4.6227 -0.8786 0.3731 0.2923 -0.30
H 3.8142 -1.0513 4.0359 -0.3349 -0.2692 0.0750 0.15
H 3.3032 -2.6446 4.1927 0.0082 -1.3680 0.1833 0.28
H -0.0174 -1.9560 4.0873 0.0348 1.0845 0.6503 0.12
H 1.1427 -2.9543 4.2929 0.7890 -1.9034 -0.1460 0.27
```
Positions in Å, forces in eV/Å.

Values from the calculation:
Highest occupied orbital energy (eV): -9.01
Frontier orbital gap (eV): 9.5
LUMO energy (eV): 0.52